# 1
ORCA calculation (ωB97M-V/def2-TZVPD) on one molecule with the formula C3H6N2S2.

Summary:
SMILES: CC1=NN[C@H](S)S1
HOMO, eV: -7.81
Spin multiplicity: 1

Last columns: bonded neighbours and bond lengths (Å).
Positions of all 13 atoms, in Å:
1 C 2.26846 -0.42646 0.28395  C2 1.457, H8 1.172, H9 1.097, H10 1.098
2 C 0.92131 -0.30475 -0.25711  C1 1.457, N3 1.478, S7 1.766
3 N 0.42273 1.08660 -0.28375  C2 1.478, N4 1.368
4 N -0.90640 1.19895 -0.58839  N3 1.368, C5 1.467, H11 0.992
5 C -1.60784 -0.08778 -0.64635  N4 1.467, S6 1.860, S7 1.816, H12 1.079
6 S -2.83525 -0.40680 0.71453  C5 1.860, H13 1.354
7 S -0.38275 -1.42879 -0.64977  C2 1.766, C5 1.816
8 H 2.72787 0.62056 0.02713  C1 1.172
9 H 2.74971 -1.20871 -0.31572  C1 1.097
10 H 2.39652 -0.76104 1.32229  C1 1.098
11 H -1.25617 1.79993 0.11929  N4 0.992
12 H -2.11281 -0.23333 -1.58926  C5 1.079
13 H -2.38538 0.15162 1.86315  S6 1.354

natural (NBO) population analysis, charges in e, atoms 1 to 2: number 1, C, carries -0.676; number 2, C, carries 0.003

=====

# 2
ORCA calculation (ωB97M-V/def2-TZVPD) on a 2-piece molecular cluster, C3H6N2S2 overall.

Summary:
SMILES: CNC=S.N=C=S
HOMO, eV: -8.39
Spin multiplicity: 1

Last columns: bonded neighbours and bond lengths (Å).
Positions of all 13 atoms, in Å:
1 C -0.98351 -0.67854 1.34088  N2 1.390, H5 1.108, H6 1.175, H7 1.085
2 N 0.11537 -0.22136 0.62261  C1 1.390, C3 1.377, H8 1.034
3 C 1.35904 -0.81208 0.65216  N2 1.377, S4 1.612, H9 1.030
4 S 2.52874 -0.04324 -0.14649  C3 1.612
5 H -0.85924 -1.73358 1.65525  C1 1.108
6 H -1.19012 -0.08013 2.33080  C1 1.175
7 H -1.89315 -0.43686 0.80070  C1 1.085
8 H 0.09756 0.62152 0.02311  N2 1.034
9 H 1.52523 -1.73493 1.07862  C3 1.030
10 N 0.58386 1.53399 -2.23050  C11 1.178, H13 1.067
11 C -0.54166 1.33748 -1.94163  N10 1.178, S12 1.565
12 S -1.99928 1.30295 -1.37358  C11 1.565
13 H 1.25715 0.94479 -2.81193  N10 1.067

natural (NBO) population analysis, charges in e, atoms 1 to 2: number 1, C, carries -0.413; number 2, N, carries -0.583

=====

# 3
ORCA calculation (ωB97M-V/def2-TZVPD) on one molecule with the formula C3H6N2S2.

Summary:
SMILES: CSN(C#N)SC
HOMO, eV: -9.30
Spin multiplicity: 1

Last columns: bonded neighbours and bond lengths (Å).
Positions of all 13 atoms, in Å:
1 C -1.86209 -0.37769 -0.28663  S2 1.840, H8 1.185, H9 1.096, H10 1.046
2 S -1.15132 -1.81055 -1.19612  C1 1.840, N3 1.702
3 N 0.42503 -1.69649 -0.56575  S2 1.702, C4 1.501, S6 1.717
4 C 0.87098 -2.86513 0.26314  N3 1.501, N5 1.143
5 N 1.18923 -3.76564 0.89159  C4 1.143
6 S 1.72310 -0.91294 -1.37214  N3 1.717, C7 1.863
7 C 1.74587 0.56159 -0.23322  S6 1.863, H11 1.069, H12 1.115, H13 1.087
8 H -3.04361 -0.38839 -0.37874  C1 1.185
9 H -1.55212 0.57824 -0.72370  C1 1.096
10 H -1.38515 -0.48748 0.63813  C1 1.046
11 H 2.58995 0.51512 0.42094  C7 1.069
12 H 0.79934 0.68984 0.34103  C7 1.115
13 H 1.87040 1.45481 -0.84047  C7 1.087

natural (NBO) population analysis, charges in e, atoms 1 to 2: number 1, C, carries -0.751; number 2, S, carries 0.454

=====

# 4
ORCA calculation (ωB97M-V/def2-TZVPD) on one molecule with the formula C3H6N2Si.

Summary:
HOMO, eV: -7.68
Spin multiplicity: 1

Last columns: bonded neighbours and bond lengths (Å).
Positions of all 12 atoms, in Å:
1 C -1.74238 0.71447 0.52539  C2 1.491, N4 1.299, H7 1.049
2 C -0.25622 0.67712 0.64146  C1 1.491, N5 1.230, H8 1.057
3 C -1.92199 -0.93426 -1.15186  N4 1.190, H9 0.995
4 N -2.22878 -0.16559 -0.29745  C1 1.299, C3 1.190
5 N 0.44666 -0.00701 -0.10150  C2 1.230, Si6 1.740
6 Si 2.16377 -0.28391 -0.06472  N5 1.740, H10 1.608, H11 1.522, H12 1.496
7 H -2.30718 1.26191 1.22001  C1 1.049
8 H 0.04511 1.17264 1.52554  C2 1.057
9 H -2.07220 -1.42442 -2.00493  C3 0.995
10 H 2.52406 -1.84512 -0.20017  Si6 1.608
11 H 2.76102 0.34896 1.18373  Si6 1.522
12 H 2.58812 0.48519 -1.27551  Si6 1.496

natural (NBO) population analysis, charges in e, atoms 1 to 2: number 1, C, carries -0.286; number 2, C, carries 0.136

=====

# 5
ORCA calculation (ωB97M-V/def2-TZVPD) on a 2-piece molecular cluster, C3H6N3 overall.

Summary:
HOMO, eV: -15.43
Charge: +1
Spin multiplicity: 1

Last columns: bonded neighbours and bond lengths (Å).
Positions of all 12 atoms, in Å:
1 C 1.28773 -1.85661 0.92869  N4 1.166, H7 1.083
2 C 0.91020 1.28201 -1.05692  N5 1.377, H8 1.067, H9 1.035, H10 1.188
3 C -1.03164 0.33421 0.06844  N5 1.156, N6 1.290
4 N 0.35746 -1.16007 0.82994  C1 1.166
5 N -0.29482 1.07677 -0.42385  C2 1.377, C3 1.156
6 N -2.06401 -0.18110 0.64548  C3 1.290, H11 0.949, H12 1.016
7 H 1.89966 -2.73449 1.09242  C1 1.083
8 H 1.70355 0.93038 -0.43642  C2 1.067
9 H 1.09198 2.30085 -1.06836  C2 1.035
10 H 1.03238 0.80163 -2.13609  C2 1.188
11 H -1.91273 -1.03992 1.01963  N6 0.949
12 H -2.97976 0.24634 0.53703  N6 1.016

natural (NBO) population analysis, charges in e, atoms 1 to 2: number 1, C, carries 0.233; number 2, C, carries -0.447

=====

# 6
ORCA calculation (ωB97M-V/def2-TZVPD) on an isolated ion of composition C3H6N3O and charge +1.

Summary:
SMILES: [H]/N=C/[NH+]=C\N=C\O
HOMO, eV: -13.91
Charge: +1
Spin multiplicity: 1

Last columns: bonded neighbours and bond lengths (Å).
Positions of all 13 atoms, in Å:
1 H 1.65305 -1.32315 1.71870  N2 1.023
2 N 1.20558 -1.10945 0.82369  H1 1.023, C3 1.252
3 C 0.55022 -1.88657 0.09228  N2 1.252, N4 1.438, H9 1.106
4 N -0.31874 -1.33554 -0.91239  C3 1.438, C5 1.362, H10 1.004
5 C -0.73861 -0.04065 -0.87067  N4 1.362, N6 1.277, H11 1.102
6 N -0.33950 0.86467 -0.06287  C5 1.277, C7 1.289
7 C 0.05881 2.08593 0.04562  N6 1.289, O8 1.293, H12 1.001
8 O -0.14604 2.79503 1.10704  C7 1.293, H13 1.003
9 H 0.70565 -2.98185 0.11523  C3 1.106
10 H -0.70885 -2.02757 -1.52576  N4 1.004
11 H -1.57249 0.04404 -1.58658  C5 1.102
12 H 0.29158 2.55055 -0.81025  C7 1.001
13 H -0.64067 2.36456 1.86596  O8 1.003

natural (NBO) population analysis, charges in e, atoms 1 to 2: number 1, H, carries 0.407; number 2, N, carries -0.637

=====

# 7
ORCA calculation (ωB97M-V/def2-TZVPD) on a 2-piece molecular cluster, C3H6N3O overall.

Summary:
HOMO (spin up / spin down), eV: -13.88 / -12.22
Charge: +1
Spin multiplicity: 1

Last columns: bonded neighbours and bond lengths (Å).
Positions of all 13 atoms, in Å:
1 C 0.94085 -0.86125 1.16899  N5 1.314, N6 1.324
2 C -0.77147 -0.69816 -0.36523  C3 1.514, N5 1.430, H8 1.055, H9 1.085
3 C -0.03304 0.62253 -0.31359  C2 1.514, N6 1.471, H10 1.087, H11 1.099
4 N 3.30360 -0.94614 4.01894  O7 1.096
5 N -0.18481 -1.38805 0.74209  C1 1.314, C2 1.430, H12 1.109
6 N 1.17326 0.20338 0.41734  C1 1.324, C3 1.471, H13 0.979
7 O 2.26833 -0.58642 4.00326  N4 1.096
8 H -1.80607 -0.59210 -0.19003  C2 1.055
9 H -0.60751 -1.23315 -1.29528  C2 1.085
10 H 0.46179 0.92450 -1.23271  C3 1.087
11 H -0.48096 1.57431 0.00467  C3 1.099
12 H -0.77737 -2.19703 1.21531  N5 1.109
13 H 1.94021 0.81053 0.36807  N6 0.979

natural (NBO) population analysis, charges in e, atoms 1 to 2: number 1, C, carries 0.483; number 2, C, carries -0.247

=====

# 8
ORCA calculation (ωB97M-V/def2-TZVPD) on a 2-piece molecular cluster, C3H6N3P overall.

Summary:
HOMO (spin up / spin down), eV: -7.61 / -7.61
Spin multiplicity: 1

Last columns: bonded neighbours and bond lengths (Å).
Positions of all 13 atoms, in Å:
1 C 1.70582 -0.16517 0.28834  C2 1.347, C3 1.371, H8 1.075
2 C 1.01768 -1.31573 0.42349  C1 1.347, P7 1.750, H9 1.055
3 C 1.07202 1.01847 0.00942  C1 1.371, N4 1.384, H10 1.085
4 N -0.29271 1.24132 -0.04734  C3 1.384, N5 1.358
5 N -1.08069 0.13629 0.00257  N4 1.358, N6 1.396, P7 1.738
6 N -2.37672 0.50101 0.37010  N5 1.396, H11 1.074, H12 1.006
7 P -0.59226 -1.51528 -0.23158  C2 1.750, N5 1.738
8 H 2.73601 -0.13627 0.59545  C1 1.075
9 H 1.54314 -2.19616 0.67349  C2 1.055
10 H 1.71349 1.89380 0.02538  C3 1.085
11 H -2.50126 1.52849 0.08187  N6 1.074
12 H -3.02927 -0.03249 -0.17959  N6 1.006
13 H 0.08473 -0.95828 -2.01157  no bonds

natural (NBO) population analysis, charges in e, atoms 1 to 2: number 1, C, carries -0.204; number 2, C, carries -0.593

=====

# 9
ORCA calculation (ωB97M-V/def2-TZVPD) on an isolated ion of composition C3H6N3S and charge +1.

Summary:
HOMO (spin up / spin down), eV: -12.75 / -12.75
Charge: +1
Spin multiplicity: 1

Last columns: bonded neighbours and bond lengths (Å).
Positions of all 13 atoms, in Å:
1 C -2.14085 -0.27496 0.39241  N4 1.249, N6 1.391, H8 1.084
2 C 0.16378 0.06038 -0.00018  C3 1.451, N6 1.288
3 C 1.29699 0.45449 -0.81636  C2 1.451, H9 1.056, H10 1.108, H11 1.122
4 N -1.91721 -0.86762 1.46895  C1 1.249, N5 1.253
5 N -1.06562 -1.62447 1.99001  N4 1.253, S7 1.626
6 N -1.06924 0.27899 -0.30116  C1 1.391, C2 1.288, H12 1.053
7 S -0.50963 -1.64425 3.51758  N5 1.626, H13 1.443
8 H -3.12906 0.09371 0.14412  C1 1.084
9 H 2.02477 0.56985 -0.06038  C3 1.056
10 H 1.18639 1.37492 -1.42353  C3 1.108
11 H 1.27343 -0.41859 -1.51992  C3 1.122
12 H -1.50183 0.93339 -1.00385  N6 1.053
13 H -0.07437 -3.01959 3.54291  S7 1.443

natural (NBO) population analysis, charges in e, atoms 1 to 2: number 1, C, carries 0.285; number 2, C, carries 0.227

=====

# 10
ORCA calculation (ωB97M-V/def2-TZVPD) on one molecule with the formula C3H6N4.

Summary:
SMILES: C#C/C(=N/N)NN
HOMO, eV: -8.47
Spin multiplicity: 1

Last columns: bonded neighbours and bond lengths (Å).
Positions of all 13 atoms, in Å:
1 C 2.97326 -0.14105 -0.13510  C2 1.194, H8 1.091
2 C 1.81722 -0.31990 0.10473  C1 1.194, C3 1.482
3 C 0.34330 -0.29606 0.26036  C2 1.482, N4 1.321, N6 1.350
4 N -0.16418 -1.44685 -0.14385  C3 1.321, N5 1.375
5 N -1.53696 -1.40714 -0.07420  N4 1.375, H9 0.998, H10 0.939
6 N -0.43376 0.70802 0.71974  C3 1.350, N7 1.500, H11 1.002
7 N -1.05719 1.60792 -0.30607  N6 1.500, H12 1.080, H13 1.078
8 H 4.05593 -0.07669 -0.25006  C1 1.091
9 H -1.94684 -0.98391 0.73132  N5 0.998
10 H -1.93967 -2.25400 -0.11376  N5 0.939
11 H 0.23068 1.37234 1.06764  N6 1.002
12 H -1.97965 1.32213 -0.78959  N7 1.080
13 H -0.36213 1.91517 -1.07116  N7 1.078

natural (NBO) population analysis, charges in e, atoms 1 to 2: number 1, C, carries -0.209; number 2, C, carries -0.071

=====

Number 1: largest force on an atom 8.67 eV/Å. Number 2: largest force on an atom 4.41 eV/Å. Number 3: largest force on an atom 5.02 eV/Å. Number 4: largest force on an atom 4.47 eV/Å. Number 5: largest force on an atom 3.88 eV/Å. Number 6: largest force on an atom 5.45 eV/Å. Number 7: largest force on an atom 4.99 eV/Å. Number 8: largest force on an atom 4.04 eV/Å. Number 9: largest force on an atom 3.17 eV/Å. Number 10: largest force on an atom 6.29 eV/Å.